Formula: C6H13NO
Source: the Open Molecules 2025 dataset
Level of theory: ωB97M-V/def2-TZVPD

Calculated values
- HOMO level (eV) = -9.100
- F_max (Eh/bohr) = 0.024
- lowest unoccupied orbital energy (eV) = 0.97
- relative energy (zero: lowest compared OMol25 entry of this formula, charge and spin) (kcal/mol) = 26.85
- SMILES = CCCC(=O)N(C)C

Each line ends with the natural charge from an NBO analysis.
Positions of all 21 atoms, in Å:
C -0.263 -1.471 0.661  -0.492
C 0.980 -1.607 -0.225  -0.393
C 0.684 -1.584 -1.725  -0.608
C -0.983 -0.133 0.525  0.717
N -0.211 1.035 0.745  -0.514
C 0.478 1.582 -0.426  -0.411
C -1.001 2.056 1.452  -0.402
O -2.190 -0.110 0.442  -0.566
H -0.973 -2.261 0.431  0.221
H 0.027 -1.511 1.701  0.232
H 1.702 -0.871 0.071  0.202
H 1.460 -2.565 0.001  0.206
H 0.160 -0.660 -1.983  0.194
H 1.630 -1.646 -2.257  0.214
H -0.004 -2.368 -2.024  0.210
H 1.509 1.241 -0.456  0.197
H 0.070 1.215 -1.371  0.190
H 0.463 2.668 -0.421  0.211
H -1.750 2.537 0.810  0.186
H -1.499 1.621 2.307  0.212
H -0.290 2.832 1.741  0.194